{"formula": "C7H12N2O5", "method": "ωB97M-V with the def2-TZVPD basis set", "smiles": "N[C@@H](CCC(=O)O)C(=O)NCC(=O)O", "charge": 0, "e_homo_ev": -10.0, "elements": ["N", "C", "C", "C", "C", "O", "O", "C", "O", "N", "C", "C", "O", "O", "H", "H", "H", "H", "H", "H", "H", "H", "H", "H", "H", "H"], "positions_angstrom": [[-2.324, 0.289, -0.450], [-1.219, -0.675, -0.370], [-0.369, -1.078, -1.583], [0.677, -0.075, -1.970], [1.425, -0.426, -3.218], [1.025, -1.083, -4.132], [2.679, 0.035, -3.132], [-0.251, -0.328, 0.764], [0.712, -1.005, 1.044], [-0.613, 0.772, 1.482], [0.099, 1.423, 2.569], [0.340, 0.638, 3.858], [0.075, 1.098, 4.937], [0.783, -0.656, 3.702], [-2.076, 1.127, -0.920], [-3.091, -0.109, -1.005], [-1.669, -1.613, 0.019], [-1.004, -1.380, -2.415], [0.200, -1.944, -1.344], [1.317, 0.098, -1.063], [0.262, 0.925, -2.146], [3.136, -0.267, -3.930], [-1.579, 1.100, 1.478], [-0.435, 2.361, 2.793], [1.102, 1.706, 2.281], [0.799, -0.936, 2.752]], "forces_ev_per_a": [[-0.351, -1.183, -0.463], [0.082, -0.945, 0.810], [-0.772, 0.243, -0.543], [-0.174, 1.431, 0.971], [0.502, -0.256, 1.216], [-0.349, -0.148, -0.511], [0.411, 0.159, -0.344], [-1.859, 1.390, 0.697], [1.086, -0.592, -0.143], [-0.536, 0.507, 0.612], [0.638, 0.093, 0.230], [-1.057, -1.532, 0.075], [0.616, -0.189, -0.388], [-0.444, 1.327, 0.261], [0.492, 0.848, -0.443], [0.421, 0.095, 0.424], [0.070, 0.378, -0.315], [-0.092, 0.253, -0.098], [0.157, -1.003, 0.546], [0.025, -0.350, -1.247], [-0.239, 0.022, -0.180], [0.132, 0.075, -0.122], [0.399, -0.625, -0.858], [0.235, -0.580, 0.128], [0.362, 0.159, -0.549], [0.243, 0.424, 0.234]], "nbo_charge": [-0.839, -0.138, -0.412, -0.529, 0.799, -0.588, -0.674, 0.696, -0.653, -0.622, -0.343, 0.776, -0.562, -0.702, 0.360, 0.376, 0.228, 0.229, 0.233, 0.247, 0.224, 0.494, 0.432, 0.236, 0.224, 0.507]}

=====

{"formula": "C26H31FN4O3SiTa", "method": "ωB97M-V with the def2-TZVPD basis set", "charge": 1, "e_homo_ev": -10.8, "elements": ["Ta", "O", "C", "C", "C", "C", "C", "C", "C", "N", "N", "C", "O", "C", "C", "C", "C", "C", "C", "H", "H", "H", "H", "H", "H", "H", "H", "H", "H", "C", "N", "C", "N", "O", "H", "H", "H", "H", "H", "H", "C", "Si", "C", "C", "H", "H", "H", "H", "H", "H", "H", "H", "H", "F", "C", "C", "C", "C", "C", "C", "C", "H", "H", "H", "H", "H", "H"], "positions_angstrom": [[0.088, 0.015, -0.084], [-1.140, 1.037, -1.108], [-2.112, 0.933, -2.056], [-2.735, 2.084, -2.502], [-3.715, 1.984, -3.482], [-4.068, 0.749, -4.010], [-3.441, -0.396, -3.550], [-2.461, -0.326, -2.559], [-1.862, -1.563, -2.081], [-1.065, -1.635, -1.083], [-0.624, -2.934, -0.783], [0.322, -2.877, 0.082], [0.749, -1.691, 0.563], [1.009, -4.070, 0.585], [0.932, -5.268, -0.123], [1.588, -6.388, 0.357], [2.312, -6.316, 1.541], [2.388, -5.123, 2.246], [1.743, -3.995, 1.766], [-2.436, 3.041, -2.097], [-4.199, 2.883, -3.840], [-4.826, 0.681, -4.778], [-3.712, -1.365, -3.952], [-2.117, -2.490, -2.590], [0.366, -5.307, -1.045], [1.538, -7.318, -0.193], [2.825, -7.194, 1.912], [2.954, -5.071, 3.166], [1.805, -3.057, 2.301], [-4.522, 0.115, 3.274], [-3.350, -0.449, 2.631], [-2.602, 0.172, 1.713], [-2.942, 1.416, 1.340], [-1.602, -0.426, 1.233], [-4.939, -0.632, 3.943], [-5.292, 0.370, 2.543], [-4.270, 0.997, 3.864], [-3.018, -1.361, 2.896], [-3.797, 1.844, 1.646], [-2.448, 1.831, 0.567], [0.084, 3.293, 1.806], [0.721, 1.534, 2.038], [2.596, 1.622, 2.099], [0.084, 0.861, 3.666], [0.588, 3.959, 2.512], [-0.987, 3.369, 1.995], [0.284, 3.674, 0.802], [2.900, 2.139, 3.014], [2.991, 2.184, 1.251], [3.067, 0.637, 2.101], [0.443, 1.488, 4.486], [0.433, -0.159, 3.844], [-1.007, 0.852, 3.707], [1.761, -3.914, -4.465], [1.792, -2.806, -3.711], [2.587, -2.793, -2.577], [2.596, -1.657, -1.791], [1.831, -0.531, -2.127], [1.782, 0.673, -1.215], [1.065, -0.584, -3.293], [1.038, -1.716, -4.094], [3.178, -3.664, -2.325], [3.208, -1.637, -0.897], [1.562, 1.591, -1.763], [2.710, 0.812, -0.659], [0.490, 0.287, -3.591], [0.459, -1.757, -5.007]], "forces_ev_per_a": [[-0.270, -0.853, -0.151], [-0.241, 0.178, -0.459], [0.191, -0.071, 0.284], [-0.088, -0.044, -0.141], [0.019, 0.051, 0.033], [0.004, -0.044, -0.008], [-0.018, 0.045, -0.031], [0.020, -0.072, -0.026], [-0.208, 0.106, 0.071], [0.140, -0.536, -0.368], [-0.076, 0.236, 0.021], [0.176, 0.202, 0.242], [0.049, -0.123, -0.137], [-0.054, 0.022, -0.079], [-0.012, -0.049, 0.029], [-0.015, 0.004, -0.016], [0.018, -0.009, 0.010], [-0.013, 0.011, -0.020], [0.069, -0.031, 0.003], [0.014, 0.001, -0.006], [-0.003, -0.005, -0.003], [0.000, 0.004, 0.003], [0.001, 0.007, 0.003], [-0.075, -0.007, 0.038], [0.002, 0.005, 0.012], [0.003, 0.004, 0.005], [-0.007, 0.001, 0.001], [0.001, -0.002, -0.005], [-0.010, -0.007, -0.005], [-0.021, -0.003, 0.001], [0.025, -0.001, -0.031], [-0.111, -0.155, 0.132], [0.015, 0.003, -0.094], [-0.184, 0.416, 0.312], [0.006, 0.003, 0.010], [0.009, -0.006, -0.008], [0.011, 0.002, -0.002], [-0.006, -0.007, 0.014], [0.015, -0.006, 0.035], [0.038, 0.002, 0.019], [0.013, 0.075, 0.026], [0.073, 0.081, -0.267], [0.083, 0.016, 0.137], [-0.047, -0.059, 0.066], [-0.015, -0.003, -0.002], [-0.022, 0.001, -0.012], [0.000, -0.015, 0.017], [0.050, -0.005, -0.024], [-0.003, 0.006, 0.009], [-0.010, 0.000, 0.005], [-0.013, -0.013, 0.006], [0.003, 0.008, -0.005], [0.016, 0.022, 0.042], [0.006, 0.020, 0.010], [0.003, -0.033, -0.008], [0.007, 0.019, 0.005], [0.019, -0.032, -0.031], [-0.222, 0.126, 0.246], [0.639, 0.441, 0.233], [-0.054, 0.095, -0.062], [0.003, 0.040, 0.003], [-0.006, 0.006, 0.000], [-0.028, -0.003, 0.013], [0.060, 0.007, -0.009], [0.046, -0.064, -0.112], [-0.012, -0.014, 0.014], [-0.003, 0.003, 0.014]], "nbo_charge": [2.143, -0.803, 0.400, -0.286, -0.146, -0.229, -0.126, -0.207, 0.187, -0.394, -0.346, 0.575, -0.789, -0.076, -0.181, -0.208, -0.173, -0.209, -0.191, 0.235, 0.232, 0.235, 0.226, 0.221, 0.236, 0.227, 0.226, 0.225, 0.227, -0.433, -0.582, 0.820, -0.809, -0.713, 0.241, 0.205, 0.210, 0.427, 0.415, 0.428, -1.098, 1.078, -1.095, -1.096, 0.247, 0.228, 0.237, 0.243, 0.239, 0.238, 0.245, 0.242, 0.221, -0.310, 0.412, -0.263, -0.194, -0.010, -0.967, -0.221, -0.276, 0.245, 0.229, 0.260, 0.263, 0.222, 0.240]}

=====

DFT total energy values (in hartree) by entry order: -759.70231; -1900.42323.
Kohn-Sham gap values (in eV) by entry order: 10.34; 7.12.
Relative energy (zero: lowest compared OMol25 entry of this formula, charge and spin) values (in kJ/mol) by entry order: 26.94; 0.00.